(1)
C21H18N2O8PtS | the ωB97M-V functional and the def2-TZVPD basis

Cartesian coordinates (Å):
Pt  -0.9944  -0.5001  0.8887
O  0.3318  5.1281  4.5466
C  -0.5034  4.2970  4.9231
O  -1.2717  4.2411  5.8956
C  -0.6225  3.0662  3.9749
C  -1.5104  2.0374  4.2663
C  -1.6394  0.9719  3.4032
N  -0.9138  0.9263  2.2803
C  -0.0203  1.8927  1.9877
C  0.1463  2.9749  2.8146
C  0.7488  1.6793  0.7174
O  1.5819  2.4285  0.2998
O  0.4063  0.5675  0.0459
H  -2.0865  2.1116  5.1795
H  -2.3081  0.1407  3.5820
H  0.8581  3.7552  2.5793
O  1.3500  -3.5215  1.8095
C  0.6474  -2.7001  1.2964
O  0.4151  -1.4989  1.8052
C  0.0011  -2.9398  -0.0502
C  0.2936  -4.0985  -0.7718
C  -0.2117  -4.2139  -2.0338
C  -0.9588  -3.1569  -2.5948
C  -1.4190  -3.1922  -3.9326
C  -2.0798  -2.1250  -4.4635
C  -2.3041  -0.9726  -3.6796
C  -1.8928  -0.9099  -2.3789
C  -1.2214  -2.0118  -1.8082
N  -0.7724  -1.9785  -0.5154
H  0.9192  -4.8439  -0.3031
H  -0.0184  -5.0962  -2.6318
H  -1.2214  -4.0765  -4.5250
H  -2.4218  -2.1496  -5.4891
H  -2.8001  -0.1181  -4.1201
H  -2.0478  -0.0144  -1.7989
C  -4.9235  -0.4854  1.0153
C  -3.4442  -0.5137  0.9412
O  -2.7448  -1.3791  1.5672
O  -2.7813  0.3285  0.2474
H  -5.3060  -1.4766  1.2432
H  -5.3368  -0.1049  0.0845
H  -5.2082  0.1945  1.8208
C  2.8105  -2.3192  -3.3875
S  2.2836  -1.3615  -1.9563
C  2.5218  0.3043  -2.5943
H  2.1668  -2.1282  -4.2471
H  2.7414  -3.3732  -3.1200
H  3.8440  -2.0968  -3.6502
H  3.5633  0.4594  -2.8720
H  2.2609  0.9933  -1.7936
H  1.8770  0.4887  -3.4537

Atomic forces in eV per Å
Pt 0.1 0.0 -0.1
O 0.0 0.0 0.0
C 0.0 0.0 0.1
O 0.0 0.0 -0.1
C 0.0 0.0 -0.1
C 0.0 0.0 0.0
C 0.0 0.0 0.0
N -0.1 0.0 0.1
C 0.0 0.0 0.0
C 0.0 0.0 0.0
C -0.1 0.0 -0.1
O 0.0 0.0 0.0
O 0.1 0.0 0.0
H 0.0 0.0 0.0
H 0.0 0.0 0.0
H 0.0 0.0 0.0
O 0.0 0.0 0.0
C 0.0 0.1 0.0
O 0.0 -0.1 0.0
C 0.0 0.0 0.0
C 0.0 0.0 0.0
C 0.0 0.0 0.0
C 0.0 0.0 0.0
C 0.0 0.0 0.0
C 0.0 0.0 0.0
C 0.0 0.0 0.0
C 0.0 0.0 0.0
C 0.0 0.0 0.0
N 0.1 0.0 0.0
H 0.0 0.0 0.0
H 0.0 0.0 0.0
H 0.0 0.0 0.0
H 0.0 0.0 0.0
H 0.0 0.0 0.0
H 0.0 0.0 0.0
C 0.0 0.0 0.0
C 0.0 -0.1 -0.2
O 0.0 0.1 0.1
O -0.1 0.0 0.1
H 0.0 0.0 0.0
H 0.0 0.0 0.0
H 0.0 0.0 0.0
C 0.0 0.0 0.0
S 0.0 0.0 0.0
C 0.0 0.0 0.0
H 0.0 0.0 0.0
H 0.0 0.0 0.0
H 0.0 0.0 0.0
H 0.0 0.0 0.0
H 0.0 0.0 0.0
H 0.0 0.0 0.0

Calculated values
HOMO-LUMO gap	6.0	eV
2S+1	1
charge	0
strongest force on any atom	0.0043	Eh/bohr
energy relative to the best compared isomer or geometry (same formula, charge and spin)	10.3	kcal per mole



(2)
C14H26LaN5OS6 | the ωB97M-V functional and the def2-TZVPD basis

Cartesian coordinates (Å):
La  12.3942  11.1153  4.0657
S  18.1244  9.5769  4.3066
C  16.5926  9.3536  4.6713
S  15.3976  8.3778  3.8126
C  13.9791  8.9090  4.6974
C  14.1954  9.7827  5.6995
S  13.0132  10.7630  6.6513
S  15.8512  10.1892  6.0653
S  12.4300  8.3264  4.0368
C  13.2592  16.6893  4.3146
N  14.5053  15.9337  4.4307
C  14.6839  14.6628  4.0500
N  15.8455  14.0263  4.4092
S  13.5413  13.7442  3.1819
H  12.9598  17.0957  5.2738
H  12.4366  15.9950  4.0168
H  13.3897  17.4626  3.6185
H  15.2270  16.4231  4.9656
H  16.5353  14.3322  5.0572
H  15.8817  13.0617  4.0870
C  7.6828  13.1444  3.6875
N  8.4333  13.4175  4.8746
C  7.8765  14.3901  5.7672
C  9.6499  13.0077  4.9826
O  10.2086  12.2253  4.1484
H  7.8344  12.1444  3.3342
H  7.9672  13.8440  2.9290
H  6.6289  13.3199  3.8990
H  6.7942  14.2540  5.8731
H  8.0452  15.3704  5.3214
H  8.3564  14.3779  6.7343
H  10.2432  13.3598  5.8139
C  8.3109  5.5442  5.8577
C  9.2385  6.7794  5.8274
N  9.0397  7.4163  4.5091
C  7.6512  7.9662  4.3698
C  6.6204  6.8470  4.5990
N  7.4713  5.5424  4.6672
C  8.2858  5.3430  3.4320
C  9.3484  6.5012  3.4656
H  7.6403  5.6138  6.7373
H  8.8710  4.6115  5.9921
H  10.3023  6.5175  5.8643
H  9.0286  7.5075  6.6159
H  7.5943  8.3419  3.3711
H  7.5232  8.8364  5.0089
H  5.9624  6.8287  3.7651
H  6.0384  6.9043  5.5360
H  6.7616  4.8259  4.7276
H  7.5835  5.4413  2.6342
H  8.7044  4.3433  3.4590
H  9.3482  7.0598  2.4900
H  10.3618  6.2054  3.7089

Atomic forces in eV per Å
La 0.0 0.1 -0.2
S 0.9 -0.2 -0.4
C -1.2 0.3 0.7
S 0.5 0.1 0.1
C -0.7 -0.8 -0.7
C -0.6 1.1 1.2
S 0.3 -0.6 -0.4
S 0.3 -0.2 -0.7
S 0.4 0.6 0.2
C -0.9 -1.8 0.5
N -0.1 -0.3 0.2
C 1.7 -0.1 1.6
N -1.8 -0.3 -1.3
S -0.4 0.1 -0.4
H 0.3 0.1 0.2
H 0.8 0.6 -0.1
H -0.1 1.1 -1.0
H -0.1 -0.6 -0.4
H 0.3 0.5 0.4
H 0.3 0.5 0.3
C -1.0 0.1 -0.3
N -0.2 -0.3 0.2
C -0.4 1.1 0.2
C 1.4 -1.1 -0.7
O -0.2 0.3 0.5
H 0.1 -0.5 -0.1
H 0.2 0.4 -0.7
H 0.0 -0.2 0.0
H 0.4 -0.2 0.1
H -0.2 0.2 0.1
H 0.1 -0.2 0.2
H -0.1 0.2 0.5
C 0.2 0.1 2.7
C 0.1 0.4 -1.3
N -1.3 1.8 1.2
C 1.4 -0.5 0.6
C 1.3 0.0 0.9
N -1.5 0.6 -0.6
C 0.7 0.7 0.4
C -0.2 0.2 -1.2
H 0.2 -0.1 -0.5
H -0.3 0.1 -0.5
H -0.3 -0.1 0.3
H -0.1 -0.2 -0.1
H -0.2 0.1 -0.8
H -0.1 -0.2 0.4
H -0.7 -0.6 -0.6
H 0.4 -0.1 -0.4
H 0.1 -0.6 0.1
H -0.2 0.0 -0.8
H 0.0 -0.1 0.0
H 0.1 -0.7 0.8
H 0.2 -0.7 -0.5

Calculated values
HOMO-LUMO gap	7.3	eV
2S+1	1
charge	+2
strongest force on any atom	0.0527	Eh/bohr
energy relative to the best compared isomer or geometry (same formula, charge and spin)	15.4	kcal per mole



(3)
C4H13NO2 | the ωB97M-V functional and the def2-TZVPD basis

Cartesian coordinates (Å):
C  1.4926  0.2685  0.4567
C  0.4408  -0.9217  0.2306
C  0.6777  -2.1966  0.9556
C  -0.4999  -0.7994  -0.7174
N  -0.4712  0.0974  -1.8433
H  2.4503  -0.1067  0.0208
H  1.1521  1.1484  -0.0402
H  1.4023  0.5542  1.5724
H  1.7586  -2.4623  1.1972
H  0.0247  -2.1859  1.9492
H  0.2352  -3.0698  0.4131
H  -1.3353  -1.4711  -0.5390
H  -1.0454  -0.2638  -2.5625
H  0.5105  0.1621  -2.1524
O  -1.5810  1.0528  1.2540
H  -1.0404  0.8315  0.4467
H  -2.3786  0.6245  0.9448
O  -0.8834  2.9772  -0.8727
H  -1.0410  2.7181  0.1134
H  0.1314  3.0427  -0.8270

Atomic forces in eV per Å
C -1.2 -2.3 0.9
C 1.9 2.2 -1.0
C -1.7 -1.3 2.5
C 0.7 -0.6 -0.1
N 1.0 -0.4 1.9
H -0.3 0.8 1.0
H -0.1 0.6 -0.7
H 0.9 -0.8 -1.6
H -1.4 0.7 -0.3
H 1.7 -0.1 -1.5
H 0.5 0.7 0.2
H -0.2 -0.2 -1.1
H -0.5 -0.1 -0.8
H -1.0 0.1 0.0
O 0.7 0.0 -1.3
H -0.2 0.3 1.3
H -0.8 0.0 0.4
O 2.3 -0.3 3.0
H -0.2 0.7 -2.4
H -2.2 0.0 -0.5

Calculated values
structure (SMILES)	CC(C)=CN.O.O
HOMO-LUMO gap	8.6	eV
2S+1	1
charge	0
strongest force on any atom	0.0736	Eh/bohr
energy relative to the best compared isomer or geometry (same formula, charge and spin)	50.0	kcal per mole



(4)
C25H30N2O2 | the ωB97M-V functional and the def2-TZVPD basis

Cartesian coordinates (Å):
C  -5.2555  -3.8549  0.0048
C  -6.0415  -2.5549  -0.2374
C  -5.0192  -1.4122  -0.3049
N  -3.7078  -2.0417  -0.1651
C  -2.5812  -1.3449  -0.2164
C  -1.2981  -1.9188  -0.1697
C  -0.1409  -1.2411  -0.5543
C  1.0757  -1.9722  -0.8575
C  2.0466  -1.4759  -1.7645
C  3.2444  -2.1528  -1.9752
C  3.4882  -3.3806  -1.3421
C  2.5234  -3.9145  -0.4816
C  1.3406  -3.2197  -0.2326
C  -3.7602  -3.4933  -0.0197
H  -5.5055  -4.2856  0.9780
H  -5.4754  -4.6003  -0.7628
H  -6.5958  -2.6067  -1.1777
H  -6.7530  -2.3646  0.5674
H  -5.0941  -0.8665  -1.2592
H  -5.1776  -0.6774  0.5004
H  -2.6716  -0.2583  -0.3409
H  -1.2380  -2.9703  0.1289
H  -0.2479  -0.2317  -0.9513
H  1.8374  -0.5430  -2.2969
H  4.0001  -1.7245  -2.6405
H  4.4182  -3.9206  -1.5234
H  2.6925  -4.8755  0.0094
H  0.6195  -3.6258  0.4801
H  -3.2596  -3.8204  0.9055
H  -3.2566  -4.0070  -0.8560
C  -1.1192  4.9770  2.2809
C  -0.8555  3.6069  2.8466
O  -0.2824  2.7787  1.7862
C  -0.3526  1.4489  1.9988
C  0.7654  0.6583  1.3386
C  1.2036  -0.5318  2.0875
N  1.4419  1.3397  0.4629
C  2.6154  1.2058  -0.0728
C  3.1684  2.2550  -0.8976
C  4.3488  2.0618  -1.6543
C  4.9128  3.1311  -2.3429
C  4.3079  4.3980  -2.2979
C  3.0927  4.5754  -1.6149
C  2.5227  3.5068  -0.9238
O  -1.2071  0.8851  2.6661
H  -1.3713  5.6591  3.0968
H  -0.2519  5.3876  1.7530
H  -1.9730  4.9500  1.5975
H  -0.1200  3.6589  3.6616
H  -1.7768  3.1364  3.2071
H  0.3089  -1.0952  2.3755
H  1.8594  -1.1560  1.4724
H  1.7424  -0.2395  3.0087
H  3.2312  0.3075  0.0982
H  4.7942  1.0633  -1.6753
H  5.8311  2.9858  -2.9150
H  4.7791  5.2448  -2.8011
H  2.5899  5.5441  -1.6136
H  1.5869  3.6125  -0.3743

Atomic forces in eV per Å
C 0.1 -0.1 0.2
C -0.1 0.2 -0.1
C -0.2 0.4 0.1
N -0.1 0.0 0.1
C 1.4 -0.1 0.0
C -1.0 0.0 0.5
C -0.3 0.4 -0.7
C 0.6 -0.2 0.2
C -0.4 0.4 0.4
C 0.1 -0.4 0.1
C -0.2 0.4 -0.1
C -0.3 0.2 0.1
C 0.3 0.1 -0.1
C 0.0 -0.3 0.0
H -0.1 0.0 -0.2
H 0.0 0.1 0.2
H 0.0 0.0 0.2
H 0.0 -0.1 -0.1
H 0.2 -0.2 0.3
H 0.1 -0.2 -0.2
H -0.1 -0.4 -0.1
H 0.0 0.4 -0.3
H 0.1 -0.3 0.0
H 0.1 -0.3 0.2
H -0.3 -0.2 0.2
H -0.2 0.2 0.1
H 0.0 0.3 -0.1
H 0.3 0.1 -0.2
H -0.1 0.2 -0.2
H 0.0 0.4 0.2
C -0.2 0.2 -0.1
C 0.1 -0.4 -0.4
O -0.3 0.4 0.8
C 0.4 -1.8 -0.8
C -1.6 0.2 0.4
C 0.3 -0.6 0.5
N 1.1 1.6 -1.0
C -0.3 -1.5 0.4
C 0.2 0.5 -0.6
C -0.5 0.2 0.4
C -0.2 0.3 0.1
C -0.1 -0.2 0.0
C 0.2 -0.4 0.0
C 0.4 0.2 -0.3
O 0.2 0.7 0.1
H 0.0 0.0 0.0
H -0.1 -0.2 0.1
H 0.2 0.0 0.0
H -0.2 -0.1 -0.2
H 0.3 0.1 0.0
H 0.3 -0.1 0.1
H 0.0 0.0 0.3
H -0.1 -0.2 -0.2
H 0.0 0.2 0.0
H 0.0 0.3 0.0
H -0.2 0.1 0.2
H -0.2 -0.3 0.1
H 0.2 -0.2 0.0
H 0.3 0.0 -0.1

Calculated values
HOMO-LUMO gap	4.3	eV
2S+1	1
charge	0
strongest force on any atom	0.0431	Eh/bohr
energy relative to the best compared isomer or geometry (same formula, charge and spin)	122.8	kcal per mole



(5)
C3H3N3O2 | the ωB97M-V functional and the def2-TZVPD basis

Cartesian coordinates (Å):
C  1.5686  0.2783  0.3993
C  -0.1266  -0.3879  -0.5357
C  -0.9272  -1.1611  -1.5293
H  -0.3372  1.9696  2.2439
H  2.5529  0.4321  0.7095
H  -0.2288  -2.2302  -1.7510
N  0.4746  0.6461  1.1031
N  1.1459  -0.4899  -0.5785
N  -0.6663  0.1778  0.5780
O  0.6077  1.4914  2.1141
O  -2.0771  -0.8520  -1.9800

Atomic forces in eV per Å
C -1.8 -0.6 0.6
C -4.7 -1.4 0.6
C -2.8 -1.3 -1.5
H 3.0 -1.7 -0.6
H 1.2 0.5 0.4
H -2.3 2.8 -0.1
N 1.0 -0.8 -1.6
N 3.4 0.4 -1.0
N 1.4 1.3 -0.9
O -3.6 2.3 2.2
O 5.3 -1.6 1.9

Calculated values
HOMO-LUMO gap	10.1	eV
2S+1	1
charge	0
strongest force on any atom	0.1136	Eh/bohr
energy relative to the best compared isomer or geometry (same formula, charge and spin)	114.8	kcal per mole



(6)
C5H13N2 | the ωB97M-V functional and the def2-TZVPD basis

Cartesian coordinates (Å):
C  -0.9872  0.5200  1.5699
C  0.1982  0.1382  0.9229
C  -1.1989  2.2648  -1.9295
C  1.8062  -1.3916  0.0085
C  -0.2365  1.3974  -2.1851
N  -0.1511  -2.1885  1.0134
N  0.6063  -1.0850  0.6357
H  -1.8995  0.2900  0.9368
H  -0.9673  1.5519  1.8331
H  0.8898  0.7871  0.3639
H  -1.0619  3.2494  -1.5013
H  -2.2434  1.9650  -1.9127
H  -1.1975  -0.0275  2.5235
H  2.6243  -1.7257  0.7489
H  1.5555  -2.1457  -0.8366
H  2.2687  -0.5175  -0.5978
H  0.7328  1.6939  -2.0081
H  -0.2191  0.3512  -2.4430
H  -0.7404  -2.0204  1.8557
H  0.2209  -3.1071  1.0019

Atomic forces in eV per Å
C -3.0 -0.8 1.4
C 3.5 -2.2 -3.1
C -1.2 -0.8 0.8
C 3.6 -0.6 -3.3
C -0.5 -0.2 0.4
N -1.8 1.6 1.1
N -3.0 0.9 2.8
H 1.0 0.4 0.4
H -0.1 0.8 -0.1
H -0.6 0.5 0.9
H 0.5 0.1 -0.4
H 0.0 0.0 -0.5
H 0.4 0.2 -0.6
H -1.5 0.1 -1.2
H 0.8 0.8 1.7
H -1.1 -1.1 1.3
H 2.3 1.1 0.1
H -1.1 -0.2 -0.4
H 0.8 -0.1 -1.1
H 1.1 -0.4 -0.3

Calculated values
HOMO-LUMO gap	9.2	eV
2S+1	1
charge	+1
strongest force on any atom	0.1006	Eh/bohr
energy relative to the best compared isomer or geometry (same formula, charge and spin)	100.4	kcal per mole